Entry 1:
{
  "formula": "C3H12NOS2",
  "method": "the ωB97M-V functional and the def2-TZVPD basis",
  "species": ["N", "C", "C", "C", "S", "S", "H", "H", "H", "H", "H", "H", "H", "H", "H", "H", "H", "H", "O"],
  "coordinates": [[-0.3117, 1.3853, 0.0138], [0.4672, 0.4176, -0.8653], [-0.3409, -0.8928, -0.8530], [1.9272, 0.0893, -0.5678], [2.5977, -0.3268, 1.0988], [1.1792, -1.3218, 2.3194], [-0.1462, 2.4140, -0.2877], [-1.3006, 1.2599, 0.0616], [0.0716, 1.2945, 0.9337], [0.4602, 0.9693, -1.9355], [-1.4415, -0.6804, -0.8424], [-0.1490, -1.4099, -1.8149], [-0.1646, -1.6879, -0.0555], [2.2819, -0.5458, -1.3008], [2.5380, 0.9447, -0.8805], [1.5666, -2.6456, 2.1820], [-2.7439, -0.3689, 1.2595], [-3.6643, 0.6939, 0.9279], [-2.8267, 0.4115, 0.6067]],
  "homo_lumo_gap_ev": 9.7,
  "homo_energy_ev": -12.96,
  "de_lowest_kcal_mol": 31.8,
  "lumo_ev": -3.31,
  "charge": 1
}

=====

Entry 2:
{
  "formula": "C38H68BN3O18PS4",
  "method": "the ωB97M-V functional and the def2-TZVPD basis",
  "species": ["C", "C", "C", "C", "C", "C", "C", "C", "C", "C", "C", "C", "C", "C", "C", "C", "C", "N", "C", "N", "C", "C", "O", "C", "C", "C", "C", "C", "C", "P", "C", "C", "C", "N", "B", "C", "O", "H", "H", "H", "H", "H", "H", "H", "H", "H", "H", "H", "H", "H", "H", "H", "H", "H", "H", "H", "H", "H", "H", "H", "H", "H", "H", "H", "H", "H", "H", "H", "H", "H", "H", "H", "H", "H", "H", "H", "H", "H", "H", "H", "H", "H", "H", "H", "H", "H", "H", "H", "H", "C", "C", "O", "S", "O", "O", "O", "H", "H", "H", "H", "C", "C", "O", "S", "O", "O", "O", "H", "H", "H", "H", "C", "C", "O", "S", "O", "O", "O", "H", "H", "H", "H", "C", "C", "O", "S", "O", "O", "O", "H", "H", "H", "H"],
  "coordinates": [[5.6632, 1.5870, -0.2680], [5.1755, 0.4537, 0.2880], [3.7029, 0.2181, 0.5643], [2.8449, 1.4152, 0.2205], [2.3222, 1.5808, -1.2070], [2.3118, 0.3171, -2.0889], [3.5895, 0.0957, -2.9000], [3.8305, 1.2421, -3.8938], [3.3600, 0.9174, -5.3163], [3.1914, 2.2280, -6.0994], [1.8032, 2.8423, -5.7691], [1.8672, 4.1342, -4.9576], [0.5422, 4.9054, -4.9357], [-0.6580, 3.9989, -4.6473], [-1.9774, 4.6743, -5.0309], [-3.2262, 3.8939, -4.5868], [-3.0983, 2.3709, -4.7035], [1.7083, 1.2718, 1.2138], [2.0804, 0.3243, 2.1470], [1.2322, 0.0420, 3.1144], [1.5524, -1.0349, 4.0467], [1.5970, -2.4485, 3.4380], [1.8500, -2.6839, 2.2861], [1.3121, -3.5453, 4.4043], [0.1886, -3.5203, 5.2372], [-0.0381, -4.5964, 6.0892], [0.8318, -5.6822, 6.1293], [1.9675, -5.6974, 5.3206], [2.1960, -4.6235, 4.4671], [-0.2738, 1.0446, 3.2152], [-1.4576, 0.4460, 1.9484], [-1.0897, 0.6684, 4.8091], [-2.4535, 1.3468, 4.9031], [3.2865, -0.2587, 1.9397], [4.3762, 0.0048, 2.9455], [4.4288, 1.2306, 3.9174], [5.3685, -0.9132, 3.0307], [6.2130, 1.6113, -1.2011], [5.4477, 2.5412, 0.2073], [5.8862, -0.3422, 0.5007], [3.5350, -0.6627, -0.0579], [3.2416, 2.3886, 0.4987], [2.8632, 2.3724, -1.7148], [1.2909, 1.9359, -1.1457], [2.1143, -0.5905, -1.5105], [1.4763, 0.3879, -2.7865], [3.4595, -0.8159, -3.4864], [4.4783, -0.0712, -2.2944], [3.3352, 2.1603, -3.5855], [4.9017, 1.4367, -3.9619], [2.3904, 0.4202, -5.2869], [4.0747, 0.2767, -5.8311], [3.2213, 2.0000, -7.1635], [3.9794, 2.9477, -5.8816], [1.2560, 3.0000, -6.6975], [1.2617, 2.0922, -5.1910], [2.2325, 3.9401, -3.9469], [2.6160, 4.7735, -5.4322], [0.4085, 5.3926, -5.9019], [0.5745, 5.6509, -4.1415], [-0.6856, 3.7373, -3.5847], [-0.6039, 3.0807, -5.2230], [-2.0053, 5.6918, -4.6381], [-1.9713, 4.7703, -6.1196], [-3.4865, 4.1895, -3.5704], [-4.0503, 4.2203, -5.2201], [-2.8020, 1.8956, -3.7716], [-2.3786, 2.0669, -5.4617], [-4.0510, 1.9290, -4.9803], [1.0065, 0.7681, 0.6594], [2.5307, -0.8703, 4.5047], [0.8558, -1.0662, 4.8759], [-0.4912, -2.6793, 5.2191], [-0.9080, -4.5840, 6.7303], [0.6409, -6.5279, 6.7734], [2.6719, -6.5145, 5.3300], [3.0756, -4.6200, 3.8366], [-1.2004, 0.8292, 0.9656], [-2.4077, 0.9060, 2.2128], [-1.6169, -0.6334, 1.9607], [-1.2875, -0.4094, 4.8745], [-0.4719, 0.9020, 5.6711], [-2.8406, 1.1954, 5.9078], [-2.3929, 2.4234, 4.7431], [-3.1781, 0.9268, 4.2120], [5.4184, 1.6763, 3.8138], [4.4054, 0.8521, 4.9414], [3.6479, 1.9736, 3.7776], [5.1484, -1.6735, 2.4767], [-1.7623, -3.7531, 0.6896], [-1.4355, -3.1332, -0.6486], [-2.4641, -3.6032, -1.5242], [-3.8305, -3.7815, -0.6955], [-4.6298, -2.6237, -0.8844], [-4.3207, -5.0854, -0.9344], [-3.1936, -3.7145, 0.7771], [-1.4437, -4.7960, 0.7317], [-1.3136, -3.2052, 1.5146], [-0.4564, -3.4263, -1.0170], [-1.4954, -2.0418, -0.6080], [-1.1568, 3.8799, 8.7601], [-1.9319, 3.4072, 9.9713], [-1.9755, 1.9782, 9.8241], [-0.6373, 1.4688, 9.1219], [0.2718, 1.0145, 10.1050], [-0.9986, 0.6503, 8.0163], [-0.1333, 2.8877, 8.5796], [-1.7830, 3.8948, 7.8657], [-0.7082, 4.8584, 8.9045], [-2.9384, 3.8125, 10.0110], [-1.4087, 3.6401, 10.9001], [-4.1218, -0.8339, -1.4890], [-5.5463, -1.3378, -1.5414], [-6.3387, -0.1444, -1.5920], [-5.5571, 0.9994, -2.3984], [-6.0175, 1.0121, -3.7366], [-5.5267, 2.1680, -1.5990], [-4.1076, 0.3031, -2.3623], [-3.8550, -0.4990, -0.4835], [-3.4049, -1.5766, -1.8272], [-5.8139, -1.9320, -0.6729], [-5.7342, -1.9148, -2.4490], [-3.3960, -4.7479, -5.6827], [-2.4089, -5.4763, -4.7974], [-1.2970, -5.7588, -5.6555], [-1.1388, -4.5821, -6.7322], [-0.1555, -3.6675, -6.2735], [-1.0769, -5.1597, -8.0213], [-2.5788, -3.9131, -6.5138], [-3.9475, -5.4398, -6.3217], [-4.0980, -4.1418, -5.1165], [-2.8135, -6.3977, -4.3884], [-2.0575, -4.8398, -3.9823]],
  "homo_lumo_gap_ev": 8.9,
  "homo_energy_ev": -11.65,
  "lumo_ev": -2.76,
  "charge": 1
}

=====

Entry 3:
{
  "formula": "C33H39HgN4O6",
  "method": "the ωB97M-V functional and the def2-TZVPD basis",
  "species": ["Hg", "C", "C", "C", "C", "C", "C", "C", "C", "C", "C", "C", "C", "N", "C", "C", "N", "C", "C", "C", "C", "C", "C", "C", "C", "C", "C", "C", "C", "H", "H", "H", "H", "H", "H", "H", "H", "H", "H", "H", "H", "H", "H", "H", "H", "H", "H", "H", "H", "H", "H", "H", "H", "H", "H", "H", "H", "H", "H", "H", "H", "H", "H", "H", "H", "O", "C", "O", "C", "C", "C", "C", "C", "C", "N", "O", "O", "N", "O", "O", "H", "H", "H"],
  "coordinates": [[11.5922, 11.4436, 9.9149], [17.3402, 10.2118, 10.7283], [16.0931, 10.6536, 9.9701], [16.2446, 12.0338, 9.2849], [15.7379, 9.6255, 8.9138], [16.6756, 9.3518, 7.8970], [16.3939, 8.5454, 6.8036], [15.0565, 8.1591, 6.5384], [14.0569, 8.4873, 7.4655], [12.5778, 8.3238, 7.1452], [11.9896, 9.6571, 6.5817], [12.3187, 7.1237, 6.1928], [14.4381, 9.0512, 8.7508], [13.4120, 9.0209, 9.7179], [13.6350, 8.7306, 10.9701], [12.5732, 8.6756, 11.9202], [11.3299, 8.9208, 11.6123], [10.3659, 8.9942, 12.5599], [9.1592, 8.1923, 12.3891], [8.2864, 8.1311, 13.4654], [8.4641, 8.8408, 14.6295], [9.6196, 9.5751, 14.8067], [10.5426, 9.6984, 13.7830], [11.7059, 10.5866, 14.0983], [12.4751, 9.9372, 15.2689], [11.2562, 12.0208, 14.5198], [8.9553, 7.4170, 11.1356], [7.4840, 7.0878, 10.9011], [9.7006, 6.1145, 11.2507], [17.7978, 11.0330, 11.3351], [18.1390, 9.8120, 10.0618], [17.0736, 9.4141, 11.4467], [15.2238, 10.6763, 10.6955], [17.1946, 12.0412, 8.7316], [16.1255, 12.8524, 9.9814], [15.4225, 12.1343, 8.5554], [17.6797, 9.7898, 7.9593], [17.1630, 8.2532, 6.1481], [14.8084, 7.7290, 5.5842], [12.0443, 8.1882, 8.1037], [12.2422, 9.7592, 5.5094], [12.5426, 10.4814, 7.0764], [10.8520, 9.7266, 6.7283], [12.5209, 7.3787, 5.1325], [11.2720, 6.7405, 6.2611], [12.9626, 6.2573, 6.4547], [14.6280, 8.5332, 11.3779], [12.8708, 8.3593, 12.9237], [7.3968, 7.5034, 13.3440], [7.7705, 8.7920, 15.4690], [9.7647, 10.1734, 15.6938], [12.3412, 10.6541, 13.1801], [11.9746, 10.1740, 16.2631], [13.5186, 10.3328, 15.3435], [12.5162, 8.8187, 15.1950], [10.8540, 11.9812, 15.5694], [10.4834, 12.3864, 13.8336], [12.0622, 12.7834, 14.5412], [9.3309, 8.0595, 10.3105], [7.1711, 6.3040, 11.6517], [7.3573, 6.6750, 9.8588], [6.8094, 7.9529, 11.0458], [9.4560, 5.4982, 12.1518], [10.7735, 6.2082, 11.2441], [9.4768, 5.4730, 10.3563], [7.8567, 12.7978, 8.3026], [8.9681, 12.6971, 8.8579], [9.7590, 11.7912, 8.5021], [9.2257, 13.7609, 9.9001], [8.1500, 14.3602, 10.5878], [8.4474, 15.1421, 11.7559], [9.6916, 15.4767, 12.2484], [10.6939, 14.9067, 11.4967], [10.4990, 14.2424, 10.2630], [12.0167, 14.8973, 12.0233], [12.1838, 15.4364, 13.1404], [12.8929, 14.3098, 11.3464], [7.3210, 15.5310, 12.5665], [7.5781, 16.1955, 13.5893], [6.2056, 15.1693, 12.1508], [7.0899, 14.1944, 10.3378], [9.8036, 16.1798, 13.0637], [11.3739, 14.1690, 9.6284]],
  "spin_multiplicity": 2,
  "homo_lumo_gap_ev": [3.7, 4.9],
  "homo_energy_ev": [-0.15, -1.24],
  "lumo_ev": [3.57, 3.66],
  "charge": -2,
  "s2": 0.797
}

=====

| no. | calculated total energy (eV) |
| --- | --- |
| 1 | -28506.576 |
| 2 | -135126.380 |
| 3 | -57268.102 |